DFT (ωB97M-V with the def2-TZVPD basis set) results for a structure of composition C14H17Cl2NTb at a distorted geometry.

Cartesian coordinates (Å):
Tb 0.207 0.776 0.592
Cl 0.367 -0.750 2.641
Cl 0.577 2.670 -0.992
N 2.374 -0.294 0.244
C 3.448 -0.669 0.529
C -3.191 1.655 -0.562
C 6.759 -2.374 0.502
C 7.362 -1.810 1.627
C 5.364 -0.516 2.062
C 6.664 -0.882 2.410
C -2.411 -0.963 -1.498
C -4.104 0.886 -1.528
C -3.276 -0.088 -2.379
C -2.326 0.670 0.306
C 4.757 -1.070 0.917
C 5.462 -2.013 0.142
C -1.661 1.606 1.434
C -1.563 -0.240 -0.519
H 8.380 -2.092 1.900
H -1.964 1.270 2.430
H 7.303 -3.103 -0.109
H -3.076 0.032 0.821
H -2.499 2.312 -1.113
H 7.134 -0.443 3.291
H 4.812 0.202 2.673
H -3.799 2.281 0.112
H -4.814 0.297 -0.922
H -1.796 -1.630 -2.103
H -2.651 0.529 -3.029
H -3.976 -0.666 -2.992
H 4.983 -2.453 -0.736
H -4.687 1.608 -2.146
H -3.106 -1.591 -0.923
H -0.820 -0.925 -0.008
H -1.860 2.666 1.204

Results
- total charge = -1
- LUMO level (alpha / beta) (eV) = 1.69 / 1.68
- electronic energy (Ha) = -2343.3295
- HOMO energy (alpha / beta) (eV) = -2.5 / -2.5
- ⟨S²⟩ = 12.69
- gap between HOMO and LUMO (alpha / beta) (eV) = 4.2 / 4.2
- multiplicity = 7